# 1
ORCA calculation (ωB97M-V with the def2-TZVPD basis set) on one molecule with the formula C3H6N2O.

Each line ends with the Löwdin charge.
Positions of all 12 atoms, in Å:
C  0.043  -0.511  0.210  -0.5188
C  -1.178  -0.015  -0.808  0.0425
C  1.418  0.272  -0.020  -0.0372
N  -3.271  0.133  0.414  0.1779
N  -2.330  0.178  -0.323  -0.0366
O  -0.201  -1.764  -0.110  -0.1042
H  -0.097  -0.102  1.261  0.1260
H  -0.752  -0.017  -1.740  0.1030
H  1.981  -0.337  0.694  0.0866
H  1.171  1.224  0.237  0.0306
H  1.651  0.160  -1.102  0.0852
H  -3.328  -0.730  0.797  0.0451

Values from the calculation:
**E**: -302.46144 a.u.
**Total charge**: 0
**HOMO (alpha / beta)**: -0.3274 / -0.3276 Eh
**Orbital gap (alpha / beta)**: 8.2548 / 8.2635 eV
**Energy relative to the best compared isomer or geometry (same formula, charge and spin)**: 145.4 kcal/mol

=====

# 2
ORCA calculation (ωB97M-V with the def2-TZVPD basis set) on C3H6N2O as an isolated structure.

Each line ends with the Löwdin charge.
Positions of all 12 atoms, in Å:
C  1.403  0.063  1.689  -0.0817
C  0.279  -0.595  1.439  -0.1338
C  -2.453  0.069  -1.795  -0.1659
N  -1.267  -0.494  -1.553  0.0164
N  -1.138  0.177  -0.429  -0.0485
O  -2.314  0.873  -0.657  -0.0133
H  1.273  0.754  2.545  0.0484
H  2.377  -0.006  1.137  0.0579
H  0.179  -1.315  0.677  0.0193
H  -0.533  -0.298  1.970  0.0156
H  -3.050  0.301  -2.702  0.1150
H  -0.669  -1.286  -1.791  0.1705

Values from the calculation:
**E**: -302.43506 a.u.
**Total charge**: 0
**HOMO**: -0.3076 Eh
**Orbital gap**: 9.1931 eV
**Energy relative to the best compared isomer or geometry (same formula, charge and spin)**: 161.9 kcal/mol

=====

# 3
ORCA calculation (ωB97M-V with the def2-TZVPD basis set) on a 3-piece molecular cluster, C3H6N2O overall.

Each line ends with the Löwdin charge.
Positions of all 12 atoms, in Å:
C  -1.883  -0.605  -0.421  -0.1561
C  0.086  0.232  -0.453  -0.4812
C  1.636  0.280  -0.186  -0.0360
N  -1.994  0.724  -0.259  0.0191
N  -0.760  1.290  -0.481  0.0696
O  -0.568  -0.905  -0.434  -0.0143
H  0.016  -0.221  2.094  0.1334
H  -2.746  -1.321  -0.638  0.1549
H  0.262  -0.353  1.272  0.0559
H  1.877  1.029  0.594  0.0836
H  2.125  0.588  -1.162  0.0951
H  1.951  -0.738  0.074  0.0759

Values from the calculation:
**E**: -302.54504 a.u.
**Total charge**: 0
**HOMO**: -0.3607 Eh
**Orbital gap**: 10.6996 eV
**Energy relative to the best compared isomer or geometry (same formula, charge and spin)**: 92.9 kcal/mol

=====

# 4
ORCA calculation (ωB97M-V with the def2-TZVPD basis set) on one molecule with the formula C3H6N2O.

Each line ends with the Löwdin charge.
Positions of all 12 atoms, in Å:
N  -0.560  0.874  1.437  0.1527
C  -0.795  -0.375  0.897  -0.5162
O  -1.074  -1.353  1.570  0.0544
C  -0.259  -0.579  -0.485  -0.2234
C  0.577  0.337  -1.322  -0.1296
N  1.168  -0.376  -0.218  0.0238
H  -1.163  1.090  2.207  0.0980
H  -0.285  1.675  0.884  0.0912
H  -0.637  -1.471  -0.988  0.1406
H  0.484  1.427  -1.268  0.0975
H  0.870  -0.023  -2.310  0.1062
H  1.674  -1.226  -0.405  0.1049

Values from the calculation:
**E**: -302.61678 a.u.
**Total charge**: 0
**HOMO**: -0.3497 Eh
**Orbital gap**: 10.4158 eV
**Energy relative to the best compared isomer or geometry (same formula, charge and spin)**: 47.9 kcal/mol
**SMILES**: NC(=O)[C@H]1CN1

=====

# 5
ORCA calculation (ωB97M-V with the def2-TZVPD basis set) on one molecule with the formula C3H6N2O.

Each line ends with the Löwdin charge.
Positions of all 12 atoms, in Å:
N  -2.936  0.579  0.939  0.1567
C  -1.803  0.359  0.875  -0.1559
C  -0.347  0.102  0.758  -0.3903
O  0.383  1.260  1.073  -0.0174
C  -0.027  -0.439  -0.647  -0.2337
N  1.387  -0.206  -0.918  -0.0019
H  -0.081  -0.662  1.500  0.1492
H  0.718  1.622  0.240  0.0955
H  -0.618  0.100  -1.397  0.1217
H  -0.342  -1.493  -0.682  0.1223
H  1.949  -0.393  -0.096  0.0781
H  1.717  -0.829  -1.644  0.0759

Values from the calculation:
**E**: -302.63658 a.u.
**Total charge**: 0
**HOMO**: -0.3809 Eh
**Orbital gap**: 11.0085 eV
**Energy relative to the best compared isomer or geometry (same formula, charge and spin)**: 35.5 kcal/mol
**SMILES**: N#C[C@H](O)CN

=====

# 6
ORCA calculation (ωB97M-V with the def2-TZVPD basis set) on a 2-piece molecular cluster, C3H6N2O overall.

Each line ends with the Löwdin charge.
Positions of all 12 atoms, in Å:
C  1.113  -0.366  1.176  -0.1258
N  0.255  -0.211  0.046  -0.1256
C  -0.984  -0.484  -0.005  -0.2789
N  -1.647  -0.182  -1.156  0.0719
C  0.713  1.368  -1.343  -0.0211
O  1.778  1.660  -1.033  0.0170
H  1.914  0.383  1.080  0.0658
H  1.577  -1.357  1.160  0.0806
H  0.601  -0.208  2.133  0.0776
H  -1.552  -0.969  0.799  0.1309
H  -2.652  -0.155  -1.181  0.0863
H  -1.117  0.521  -1.677  0.0213

Values from the calculation:
**E**: -302.62519 a.u.
**Total charge**: 0
**HOMO**: -0.3261 Eh
**Orbital gap**: 9.8842 eV
**Energy relative to the best compared isomer or geometry (same formula, charge and spin)**: 42.6 kcal/mol